Below is a 9-piece molecular cluster, C30H48N2O12 overall, with properties calculated with ωB97M-V/def2-TZVPD.

Computed properties:
SMILES	c1cc[nH]c1.c1cc[nH]c1.O=C1CCCO1.O=C1CCCO1.O=C1CCCO1.O=C1CCCO1.O=C1CCCO1.CO.CO
maximum force	2.22	eV Å⁻¹
LUMO	-0.1	eV
total energy	-59436.9155	eV
orbital gap	8.2	eV

XYZ file:
```
92
Properties=species:S:1:pos:R:3:forces:R:3
C 4.52097 -3.49690 1.59303 -0.87 0.54 0.24
C 5.82085 -4.01655 1.71944 0.53 0.33 -0.64
C 6.30230 -4.12330 0.44272 0.84 -0.20 0.05
N 5.37312 -3.67863 -0.44510 -0.36 -0.46 0.77
C 4.22804 -3.33072 0.25921 0.87 0.08 -0.41
H 3.91183 -3.15335 2.41572 -0.21 -0.24 -0.11
H 6.44266 -4.12404 2.59135 -0.28 -0.27 0.18
H 7.27100 -4.48372 0.13042 -0.08 0.12 -0.16
H 5.53624 -3.67873 -1.43258 -0.36 0.04 -0.14
H 3.38061 -2.94883 -0.28245 -0.11 0.09 0.22
C -2.93105 3.92290 -3.36266 -0.26 -0.10 -0.27
C -4.16846 3.28199 -3.06578 0.29 0.29 0.95
C -3.99458 2.68086 -1.84165 0.32 -0.66 0.07
N -2.69339 2.88904 -1.40360 -0.56 -0.24 -0.85
C -2.05176 3.60794 -2.36598 0.38 1.02 -0.39
H -2.74660 4.57914 -4.19896 0.12 -0.07 0.01
H -5.09278 3.35488 -3.61051 -0.02 -0.11 -0.07
H -4.63420 2.01942 -1.27909 -0.12 0.08 -0.06
H -2.18671 2.30161 -0.76088 -0.22 0.16 0.35
H -1.06337 4.02797 -2.25155 0.09 -0.37 0.22
O -6.60253 -1.79356 -1.53070 -0.61 -0.21 -0.32
C -5.46982 -1.85351 -1.18329 0.89 -0.37 0.60
C -4.63382 -3.01688 -0.68221 0.34 -0.43 -0.58
C -3.48232 -2.37871 0.10051 -0.43 -0.22 -0.44
C -3.46049 -0.93667 -0.45027 -0.12 -0.10 1.21
O -4.67394 -0.76792 -1.17349 0.11 0.96 -0.56
H -5.20028 -3.77805 -0.15352 -0.14 0.20 0.11
H -4.21439 -3.51966 -1.55961 -0.25 0.04 -0.16
H -3.71937 -2.53349 1.15043 0.46 0.63 0.18
H -2.53162 -2.83114 -0.15957 0.00 -0.23 0.43
H -3.48334 -0.16962 0.32574 0.12 -0.16 0.16
H -2.55417 -0.75198 -1.02584 -0.32 -0.03 -0.53
O -1.78107 -7.26426 0.50873 -0.21 -0.79 0.02
C -1.23313 -6.34231 0.00126 -0.58 0.92 0.87
C -0.18416 -5.44342 0.60940 1.44 0.41 -1.20
C 0.44513 -4.89057 -0.69775 -0.25 -0.03 1.10
C -0.78433 -4.74823 -1.58024 1.13 0.05 -0.07
O -1.61608 -5.84281 -1.20227 0.03 -0.35 -0.47
H -0.60285 -4.63440 1.20649 -0.32 -0.16 0.06
H 0.57970 -5.96772 1.17530 -0.35 -0.23 0.28
H 1.04508 -3.99027 -0.58666 -0.14 0.08 -0.01
H 1.08574 -5.68536 -1.08304 0.05 0.11 -0.24
H -1.33706 -3.82397 -1.42398 0.12 0.10 -0.14
H -0.40226 -4.83407 -2.59758 -0.87 -0.06 -0.28
O -2.53449 -0.27586 4.85368 0.16 0.23 0.16
C -1.71324 0.59469 4.89205 -0.02 -0.84 -0.78
C -0.20492 0.46055 4.68777 -0.83 0.02 0.51
C 0.29278 1.89961 4.73147 1.02 -0.97 -0.27
C -0.91198 2.72446 5.16907 0.72 0.33 -0.59
O -2.06504 1.89127 5.02987 0.25 0.57 0.56
H 0.16881 -0.13601 5.52082 0.07 -0.06 -0.08
H -0.03298 -0.08834 3.76418 0.00 0.07 -0.05
H 1.16508 1.91394 5.38553 -0.20 0.53 0.20
H 0.66117 2.19608 3.74849 -0.19 0.08 -0.03
H -0.80209 3.12677 6.17442 -0.34 -0.18 0.12
H -0.96090 3.55659 4.46494 -0.60 0.15 0.21
O 0.90588 -0.80975 -2.70143 -0.18 -0.21 0.73
C 1.19373 0.22336 -3.21665 0.55 -0.04 -1.63
C 1.82569 0.39543 -4.59250 -0.48 -0.22 0.19
C 2.20759 1.85909 -4.62240 0.75 0.98 -0.77
C 1.19865 2.51625 -3.65637 1.73 -1.35 -0.32
O 0.94830 1.43711 -2.72339 -1.32 0.96 0.91
H 2.56895 -0.37855 -4.76540 0.25 0.28 0.05
H 1.00162 0.17518 -5.27873 0.06 0.13 -0.16
H 3.23778 2.08829 -4.33829 -0.03 -0.54 0.55
H 2.18915 2.33118 -5.60876 -0.50 -0.25 -0.07
H 1.67413 3.28169 -3.05496 -0.27 0.41 -0.13
H 0.36101 2.87091 -4.25099 -0.62 -0.18 0.70
O 3.58709 1.29650 -0.24213 -0.54 -0.11 -0.22
C 3.15094 2.35981 0.08176 1.24 -0.65 0.62
C 3.49818 3.70020 -0.48658 -0.23 0.43 -0.14
C 2.38442 4.55349 0.10404 0.02 0.57 -1.71
C 2.30621 3.93061 1.49271 -0.47 0.99 -0.76
O 2.41519 2.52432 1.21937 -0.12 0.37 0.41
H 4.48127 3.97286 -0.09286 0.05 -0.05 -0.16
H 3.50337 3.67702 -1.57308 0.25 -0.03 0.03
H 2.50450 5.62896 -0.04804 0.54 0.01 0.93
H 1.58356 4.40113 -0.63372 -0.76 -0.53 0.97
H 3.15338 4.34317 2.04860 0.22 -0.55 0.16
H 1.42828 4.18395 2.08263 -0.27 -0.49 -0.16
C 0.59688 -0.58034 0.65329 1.16 1.35 0.12
O -0.70023 -0.44309 1.21959 0.08 -0.36 -0.39
H 0.86299 -1.56884 0.29304 -0.53 -0.24 0.20
H 0.77594 0.12199 -0.16686 -0.45 -0.26 -0.32
H 1.35843 -0.22878 1.36217 0.02 -0.52 0.28
H -0.87025 0.50156 1.15863 -0.26 0.20 0.19
C -2.77313 2.45852 1.96831 -0.45 1.93 0.37
O -1.49187 2.59477 1.35446 0.19 -1.58 -0.95
H -3.58807 3.00819 1.47639 0.45 0.26 -0.41
H -3.18000 1.45077 1.98322 0.95 -0.35 0.34
H -2.63536 2.94291 2.93316 -0.73 -0.71 0.42
H -1.13973 3.48403 1.36058 -0.45 0.27 0.17
```
Forces are in eV/Å.


Below is a 9-piece molecular cluster, C30H48N6O3S3 overall, with properties calculated with ωB97M-V/def2-TZVPD.

Computed properties:
expectation value of S²	0.751
maximum force	4.12	eV Å⁻¹
net charge	-1
spin multiplicity	2
LUMO (alpha / beta)	2.1 / 2.0	eV
total energy	-79470.4255	eV
orbital gap (alpha / beta)	2.0 / 7.8	eV
energy relative to the best compared isomer or geometry (same formula, charge and spin)	0.0	kcal/mol

XYZ file:
```
90
Properties=species:S:1:pos:R:3:forces:R:3
C 0.08542 1.70849 1.32357 -0.64 0.52 -0.75
S -0.47874 -0.02003 1.19600 1.54 -0.07 -0.65
O -1.66898 -0.03372 0.26793 0.57 0.46 0.25
C 0.95683 -0.65554 0.19230 -0.15 -0.48 0.38
H -0.67065 2.27227 1.87003 -0.15 -0.13 0.08
H 0.06997 2.06656 0.29418 -0.10 0.04 -0.13
H 1.06284 1.97585 1.72516 0.05 -0.90 0.24
H 1.87719 -0.68636 0.77547 -0.14 0.24 0.46
H 1.22923 -0.19493 -0.75730 -0.66 0.68 0.13
H 0.71918 -1.69392 -0.03877 -0.24 -0.10 0.07
C -3.70120 0.53223 -1.72802 0.05 0.10 0.13
S -4.30549 1.69588 -2.99968 2.55 0.70 -0.97
O -3.15308 2.73090 -3.28019 -2.39 -2.34 0.37
C -4.36875 0.47503 -4.43702 1.54 0.04 0.54
H -2.72951 0.04307 -1.79623 0.13 0.40 -1.12
H -4.43242 -0.27025 -1.63086 -0.32 0.26 0.26
H -3.54877 1.11059 -0.81678 -0.59 0.00 0.07
H -5.13759 -0.29340 -4.35645 -0.51 0.63 -0.05
H -3.44536 -0.10416 -4.43595 0.33 0.07 0.46
H -4.26136 1.00592 -5.38293 -0.87 0.26 0.15
C 1.08377 -4.81975 -1.73262 0.64 -0.79 0.83
S 0.93115 -6.61448 -1.31856 0.89 0.23 0.44
O 1.02587 -6.80084 0.20028 -0.74 0.58 -2.11
C -0.75260 -6.80695 -1.87027 -0.69 -0.71 1.46
H 2.17153 -4.77977 -1.78988 -0.03 0.71 -0.06
H 0.71819 -4.25641 -0.87408 -0.02 -0.01 -0.05
H 0.61510 -4.47981 -2.65614 -0.06 -0.36 0.00
H -0.97551 -7.85632 -1.67735 -0.04 -0.16 -0.33
H -0.99467 -6.53746 -2.89832 0.38 0.19 0.17
H -1.32885 -6.27974 -1.10995 -0.33 0.40 -0.41
N 1.57262 5.28836 2.97038 -1.17 1.05 1.13
C 1.27353 6.65069 3.00502 2.08 -2.02 -0.76
C 0.39210 6.79481 3.99884 -2.57 3.20 -0.32
C -0.09585 5.57631 4.47039 0.70 -0.13 0.68
C 0.74655 4.68046 3.90728 1.38 -1.84 -1.19
H 2.34587 4.90294 2.44727 -0.29 -0.33 0.11
H 1.79825 7.29309 2.31337 -0.19 0.26 0.32
H -0.08953 7.75113 4.13984 -0.05 0.11 0.38
H -0.91065 5.42391 5.16269 0.29 -0.13 0.03
H 0.91606 3.63094 4.09748 -0.33 -0.07 -0.07
N -2.08022 4.69796 0.46564 -0.28 0.59 -0.03
C -2.91920 3.75442 0.01859 -0.73 -1.50 -1.06
C -3.52564 3.14116 1.09737 0.21 -0.54 -1.43
C -2.99628 3.72962 2.22950 -0.28 1.04 1.11
C -2.19550 4.78305 1.82184 1.23 -0.28 0.66
H -1.49956 5.24636 -0.15257 -0.15 0.06 0.43
H -2.95876 3.50394 -1.03122 -0.08 0.13 -0.04
H -4.19273 2.29187 1.08759 0.01 0.11 -0.16
H -3.30091 3.38667 3.20725 0.34 0.53 0.25
H -1.54874 5.47792 2.33686 -0.21 -0.14 0.26
N 4.76575 3.83044 1.80407 -2.54 1.12 -0.67
C 3.63529 3.14705 1.46952 -0.02 -1.47 -0.30
C 2.83925 3.85905 0.56902 0.94 -1.57 1.03
C 3.53072 5.05080 0.39928 -0.95 1.73 -0.17
C 4.57667 5.09186 1.26158 2.86 -0.15 -0.19
H 5.48859 3.41496 2.37415 0.07 0.36 0.12
H 3.59395 2.15489 1.89414 -0.48 -0.32 -0.24
H 1.89527 3.58864 0.11937 0.21 -0.17 0.09
H 3.15670 5.85970 -0.21078 0.27 0.20 0.04
H 5.36956 5.81787 1.36483 -0.17 0.14 -0.04
N 1.21787 -2.07874 -4.56554 0.20 -0.57 -1.14
C 0.01423 -2.51951 -5.12556 0.65 0.49 1.36
C -0.91851 -2.13948 -4.19888 -1.69 -0.91 -0.71
C -0.33067 -1.46514 -3.15108 0.48 0.14 1.65
C 1.02068 -1.46030 -3.36019 0.11 0.10 -0.71
H 2.11629 -2.19741 -5.01149 -0.17 0.12 0.18
H -0.10337 -3.13022 -6.00852 0.41 0.23 0.04
H -1.95817 -2.42360 -4.12982 -0.09 0.01 -0.55
H -0.86256 -1.21731 -2.24440 0.26 0.40 -0.06
H 1.85286 -1.03435 -2.81940 -0.10 -0.10 -0.02
N -2.51608 -2.58305 -0.36171 0.26 0.10 -1.22
C -3.60341 -3.16198 -0.95700 0.27 -1.79 1.84
C -3.61102 -4.45183 -0.40007 -2.89 0.23 -2.14
C -2.57610 -4.67017 0.45705 1.64 0.88 -0.28
C -1.81224 -3.49296 0.35871 -0.46 -0.83 1.39
H -2.23459 -1.62601 -0.51962 0.27 0.12 0.46
H -4.41819 -2.69164 -1.48739 0.49 0.31 -0.07
H -4.36345 -5.17779 -0.67067 -0.15 -0.06 0.15
H -2.42632 -5.61517 0.95799 0.52 0.31 0.14
H -0.87294 -3.30042 0.85573 -0.12 0.43 -0.07
N 4.26661 -2.52345 2.09032 -1.31 1.71 -1.67
C 3.29987 -3.29200 1.47500 -0.12 -0.61 1.24
C 3.26293 -4.50564 2.15093 1.99 1.33 -0.88
C 4.44682 -4.44662 3.02705 -3.11 -2.38 0.34
C 4.86269 -3.16625 3.08281 1.82 -0.85 0.36
H 4.51010 -1.57974 1.82533 -0.19 0.26 -0.04
H 2.65585 -2.94087 0.68232 0.26 0.23 0.13
H 2.55984 -5.28562 1.89854 0.33 -0.29 0.18
H 4.69952 -5.34678 3.56765 0.40 0.45 0.51
H 5.64547 -2.72997 3.68557 -0.06 0.10 -0.23
```
Forces are in eV/Å.


Below is a 8-piece molecular cluster, C30H48O22S overall, with properties calculated with ωB97M-V/def2-TZVPD.

Computed properties:
maximum force	2.33	eV Å⁻¹
LUMO	0.2	eV
total energy	-87769.2388	eV
orbital gap	9.4	eV
energy relative to the best compared isomer or geometry (same formula, charge and spin)	26.1	kcal/mol

XYZ file:
```
101
Properties=species:S:1:pos:R:3:forces:R:3
C -8.46569 2.33115 0.35025 0.06 0.41 0.55
C -7.48426 2.81823 -0.70410 -1.13 0.16 0.82
C -6.90663 4.20616 -0.42059 1.43 0.08 -1.10
O -5.52137 3.93524 -0.07250 -0.42 0.08 0.54
C -5.23897 2.64970 -0.32761 -0.27 -0.48 -0.08
O -4.17678 2.13767 -0.18287 0.27 0.14 -0.02
O -6.33336 1.98441 -0.76838 0.02 0.17 -0.35
H -9.04531 1.45520 0.07088 0.14 -0.04 -0.26
H -9.15761 3.16077 0.52635 -0.15 -0.18 0.01
H -7.98118 2.11530 1.30543 0.13 0.05 -0.07
H -8.05830 2.85923 -1.63099 0.60 -0.31 -0.37
H -7.36626 4.83641 0.33173 -0.11 -0.28 0.23
H -6.79461 4.75897 -1.35703 -0.51 0.19 0.12
C 2.85116 -1.69520 -0.97073 -0.49 0.63 -0.51
C 4.19766 -1.44197 -0.35090 -0.21 -0.46 -0.26
C 5.33654 -1.09358 -1.29561 -0.61 0.49 -0.38
O 6.05474 -0.08177 -0.58782 0.24 -0.34 0.16
C 5.27844 0.40472 0.41613 0.21 0.07 -0.21
O 5.57985 1.33982 1.08405 -0.14 -0.09 0.05
O 4.13872 -0.30726 0.52066 0.13 0.08 0.13
H 2.42097 -0.81578 -1.46606 0.37 0.33 0.36
H 2.16742 -1.96610 -0.16777 -0.19 -0.36 -0.29
H 2.86034 -2.40325 -1.80209 0.19 -0.59 0.54
H 4.43632 -2.32718 0.24793 0.26 0.16 0.12
H 4.96723 -0.62257 -2.21273 -0.10 -0.14 0.00
H 5.92980 -1.95924 -1.57688 0.38 0.16 0.28
C 2.38774 -2.33832 4.04804 0.51 0.59 0.75
C 2.73061 -3.79784 3.94185 0.97 0.18 -0.54
C 4.10045 -4.15065 3.30228 0.04 0.58 0.76
O 4.62951 -5.16645 4.16837 -0.51 -0.76 -0.50
C 3.77626 -5.36611 5.20405 0.30 0.72 -0.29
O 3.82203 -6.26694 5.96702 0.10 -0.14 0.26
O 2.91231 -4.32087 5.25736 -0.77 -0.55 0.15
H 2.01577 -1.87161 3.13898 -0.28 -0.23 -0.06
H 3.25311 -1.75074 4.37358 0.19 -0.21 -0.21
H 1.70605 -2.21332 4.89160 -0.46 -0.03 -0.39
H 1.95028 -4.34099 3.39973 -0.14 -0.16 0.35
H 4.82365 -3.33837 3.38941 -0.24 0.25 -0.38
H 3.99025 -4.49659 2.27804 0.23 -0.20 0.02
C -0.13819 -2.77559 -6.53002 -0.17 -0.32 0.24
C 1.01444 -2.82010 -5.54658 -0.51 -0.30 -0.37
C 0.64639 -2.69664 -4.06829 0.34 1.03 -0.42
O 1.45882 -3.66994 -3.43567 -0.07 -0.22 -0.22
C 1.85462 -4.58645 -4.36753 -0.51 0.00 0.57
O 2.32095 -5.64020 -4.08961 0.34 -0.01 -0.16
O 1.58882 -4.14154 -5.60655 0.23 0.16 -0.11
H -0.79493 -1.92031 -6.36723 0.26 0.23 -0.10
H -0.77016 -3.65625 -6.39928 0.11 -0.06 0.03
H 0.26229 -2.78800 -7.54154 -0.18 0.14 -0.08
H 1.76390 -2.09135 -5.86252 0.21 -0.11 0.24
H -0.42212 -2.82381 -3.89172 0.08 -0.47 0.19
H 0.94186 -1.70656 -3.71276 -0.08 -0.09 0.19
C 5.40375 4.98095 -2.73669 0.17 1.29 0.73
C 4.05083 5.36351 -2.16873 -0.38 -1.06 -0.88
C 3.00590 5.75252 -3.22429 -0.86 0.07 1.36
O 1.79961 5.14697 -2.67007 0.17 -0.24 -0.47
C 2.15539 4.08564 -1.92159 0.51 -0.11 -0.35
O 1.42502 3.21540 -1.56910 -0.28 -0.02 0.24
O 3.48204 4.11163 -1.68433 -0.20 0.33 0.29
H 5.91996 5.89148 -3.05821 -0.07 -0.13 -0.29
H 5.28412 4.28666 -3.56063 0.08 -0.11 -0.01
H 6.03052 4.58148 -1.94100 -0.08 -0.34 -0.10
H 4.02941 6.08763 -1.35649 0.40 -0.06 0.12
H 3.23099 5.33624 -4.20327 -0.14 0.08 -0.11
H 2.71719 6.79875 -3.21532 0.64 0.19 -0.50
C -1.66495 -4.94688 2.26946 -0.77 1.24 -1.20
C -1.24834 -3.96827 1.17331 -0.05 0.04 0.21
C 0.22715 -4.06027 0.75999 -0.81 0.26 1.14
O 0.20606 -4.06502 -0.65398 -0.03 0.05 -0.07
C -1.06566 -4.26887 -1.08361 0.17 -0.56 0.39
O -1.34794 -4.54250 -2.20545 -0.12 0.37 -0.40
O -1.94326 -4.20561 -0.06868 0.13 -0.10 0.09
H -2.71449 -4.72023 2.46898 -0.01 -0.24 0.20
H -1.10166 -4.64561 3.14981 0.19 -0.70 0.17
H -1.60615 -5.96002 1.88223 0.43 -0.23 0.53
H -1.48865 -2.95793 1.50362 0.03 0.07 -0.21
H 0.64724 -4.97741 1.18196 0.30 -0.04 -0.43
H 0.68875 -3.16562 1.17529 0.50 -0.12 -0.40
C -3.52290 4.92005 4.67589 0.71 -0.77 -0.03
C -4.01473 4.29455 3.37946 0.62 0.31 0.78
C -2.98015 3.50132 2.59310 0.30 -0.33 -1.33
O -3.35809 2.12619 2.72842 -0.25 0.23 0.64
C -4.48353 2.05376 3.47148 0.11 -0.06 -0.11
O -4.97682 1.05059 3.87027 -0.11 -0.04 -0.14
O -4.98308 3.29195 3.70652 -0.22 0.21 -0.21
H -2.81234 5.72040 4.46448 -0.31 0.27 0.04
H -2.94226 4.17674 5.23427 -0.17 -0.04 0.03
H -4.35484 5.21949 5.30628 0.00 0.33 -0.10
H -4.41093 5.09347 2.75236 -0.56 -0.36 -0.08
H -1.92318 3.56036 2.85240 -0.17 0.37 0.52
H -3.05342 3.75274 1.53190 0.01 -0.11 0.01
C -0.26372 0.04911 -1.11726 1.67 0.84 -1.40
S 0.48309 0.22392 0.52548 -1.67 -0.73 -0.76
O 0.03847 -1.04630 1.19073 0.38 0.22 0.59
C -0.62771 1.55149 0.98161 0.15 0.95 0.53
H -0.10137 -0.95697 -1.50171 -0.46 -0.26 0.53
H 0.38490 0.63499 -1.79194 -0.21 0.22 0.18
H -1.25876 0.46092 -1.24546 -0.25 -0.40 0.41
H -0.41326 1.79686 2.02393 0.03 0.02 -0.04
H -1.70350 1.41796 0.87000 0.11 -0.73 -0.10
H -0.35822 2.40818 0.35486 0.24 -0.06 0.06
```
Forces are in eV/Å.